# C47H56MnN7OSSiTe

A structure of composition C47H56MnN7OSSiTe (the ωB97M-V functional and the def2-TZVPD basis, the OMol25 dataset).

XYZ file:
```
115
Properties=species:S:1:pos:R:3:forces:R:3
Te -1.138 1.348 -2.385 -0.748 0.086 -0.367
Mn 0.778 -1.142 -0.040 -0.127 -0.284 0.130
S 2.523 -2.592 -1.298 -0.385 -0.132 -0.316
Si -1.477 -2.816 -1.660 0.242 -0.095 -0.162
O 2.104 0.209 0.610 -0.016 -0.139 0.283
N 1.416 -0.573 10.304 -0.013 -0.026 -0.065
N 0.474 0.650 -0.797 0.179 0.168 0.257
N 4.841 -2.907 -0.126 0.067 -0.067 0.019
N -1.031 -1.827 -0.276 0.090 0.042 -0.324
N 0.990 -2.412 1.666 0.278 0.338 0.122
N 0.905 -2.548 3.855 0.065 0.065 -0.123
N 4.608 -0.992 -1.454 0.093 0.072 -0.025
C 2.315 -1.225 7.000 -0.053 0.027 0.084
C -1.928 0.897 -5.512 -0.091 0.072 0.048
C 5.990 -0.577 -1.685 0.133 0.183 0.143
C 2.215 -1.629 5.683 -0.001 -0.058 -0.119
C -2.882 -2.569 1.158 0.160 0.018 -0.120
C -2.082 -0.785 3.118 -0.009 0.071 0.002
C 0.227 -3.640 3.358 -0.037 -0.150 -0.152
C 1.601 3.491 -0.899 -0.050 -0.121 0.029
C -2.294 2.658 -3.700 0.291 0.141 0.141
C -2.848 3.869 -3.274 0.047 0.013 0.098
C 1.020 -2.161 5.214 0.039 0.106 0.254
C 2.571 5.192 0.493 0.013 -0.025 0.014
C 6.117 -2.686 0.547 0.232 -0.057 -0.040
C -2.508 4.495 -1.947 -0.112 -0.072 -0.132
C -5.127 1.070 0.422 0.046 0.037 0.017
C 1.325 -0.927 9.215 0.030 0.077 0.261
C -4.092 4.011 -5.353 0.021 -0.024 -0.004
C 0.025 -1.894 7.378 0.087 0.024 0.055
C 1.221 -1.357 7.853 -0.029 -0.067 -0.255
C -0.497 -2.111 -3.124 -0.140 -0.257 0.246
C 2.835 4.244 1.471 0.036 0.000 0.035
C -5.057 0.526 -0.853 -0.102 0.000 0.036
C -3.892 0.659 -1.582 0.126 -0.026 -0.153
C -3.327 -2.801 -2.054 0.193 -0.021 0.076
C -1.431 -0.815 1.899 -0.193 0.030 -0.346
C -3.151 -1.634 3.367 -0.006 -0.006 0.082
C -4.046 1.763 0.930 -0.045 -0.049 0.051
C -3.477 2.839 -5.777 -0.020 0.049 -0.022
C 1.345 -1.837 2.797 0.076 -0.127 -0.012
C 1.449 1.118 -0.068 -0.129 0.037 -0.270
C -3.754 4.518 -4.104 0.031 -0.050 0.000
C 1.848 2.539 0.086 0.080 0.030 0.026
C 6.381 0.650 -0.868 -0.031 -0.104 -0.057
C -1.791 -1.724 0.880 -0.109 -0.026 0.460
C -2.861 1.920 0.208 0.094 0.060 -0.017
C 4.127 -2.111 -0.918 -0.063 0.159 0.151
C -0.926 -4.609 -1.391 -0.113 0.344 -0.078
C -3.547 -2.514 2.371 -0.079 0.000 0.080
C 7.235 -3.567 -0.001 -0.071 0.079 0.038
C 2.482 2.920 1.266 -0.045 -0.063 -0.028
C -1.785 2.783 0.802 -0.041 -0.125 0.120
C -2.792 1.331 -1.051 0.109 -0.058 0.176
C -2.563 2.160 -4.981 0.060 -0.138 0.060
C 0.293 -3.546 2.006 0.033 -0.068 0.015
C 1.964 4.811 -0.696 0.001 0.072 -0.068
C -0.076 -2.291 6.057 -0.052 -0.063 -0.109
C -5.070 4.738 -6.231 0.007 -0.020 0.054
H -3.667 -1.601 4.318 -0.027 -0.016 -0.022
H -4.205 5.444 -3.764 0.018 0.013 -0.022
H 3.324 4.532 2.392 -0.032 0.023 0.001
H -2.149 3.807 0.905 0.044 -0.013 0.006
H 3.908 -0.459 -1.942 -0.084 -0.044 -0.047
H 6.381 -1.634 0.479 -0.086 -0.086 0.142
H -5.989 4.954 -5.684 -0.007 0.019 -0.028
H -0.895 2.799 0.186 0.173 0.032 -0.011
H 3.241 -0.815 7.380 0.003 0.002 -0.014
H 6.084 -0.348 -2.747 -0.003 -0.071 -0.023
H -1.555 4.126 -1.569 -0.004 0.069 0.037
H 3.067 -1.548 5.021 0.004 -0.020 0.011
H -3.804 -3.726 -1.722 -0.011 0.010 -0.001
H -5.323 4.152 -7.112 0.000 0.018 -0.012
H 2.844 6.227 0.655 0.011 -0.001 -0.018
H -6.029 0.969 1.012 0.002 -0.014 -0.007
H 5.753 1.501 -1.131 0.002 0.013 0.023
H -1.144 -1.589 -3.831 -0.014 -0.010 0.025
H 5.970 -2.915 1.603 -0.048 0.064 0.012
H -0.823 -1.987 8.042 -0.004 -0.004 -0.001
H -4.380 -3.182 2.553 0.012 -0.016 -0.053
H 0.024 -2.902 -3.667 -0.002 -0.014 0.001
H 7.419 0.913 -1.070 -0.010 0.032 0.001
H 1.893 -0.912 2.879 -0.083 0.032 0.003
H -2.442 5.579 -2.045 0.014 -0.002 0.012
H -1.417 -5.073 -0.531 -0.020 0.015 -0.002
H -3.471 -2.734 -3.134 0.019 0.009 -0.015
H -4.650 5.691 -6.559 -0.027 0.003 -0.025
H -1.170 -5.208 -2.271 0.004 -0.020 0.005
H -3.283 4.271 -1.212 0.042 0.009 0.022
H -2.131 0.787 -6.575 0.007 -0.002 -0.003
H -3.851 -1.968 -1.584 0.047 -0.033 -0.003
H 7.409 -3.381 -1.062 0.002 -0.014 -0.007
H -1.512 2.435 1.801 0.031 -0.039 -0.028
H -0.202 -4.395 3.994 -0.011 0.060 0.041
H 0.156 -4.659 -1.244 0.004 -0.011 0.006
H -4.111 2.209 1.916 0.005 0.005 -0.002
H 6.268 0.468 0.201 -0.002 0.027 0.011
H 0.253 -1.403 -2.774 0.096 0.018 -0.111
H -3.182 -3.304 0.422 -0.043 0.027 0.065
H -3.834 0.245 -2.583 -0.046 -0.037 0.024
H -0.112 -4.203 1.257 -0.015 0.017 0.007
H -0.623 -0.111 1.718 -0.032 0.103 0.013
H 1.132 3.192 -1.828 0.009 0.023 -0.032
H 4.348 -3.749 0.127 -0.063 -0.008 0.002
H 6.989 -4.622 0.120 0.015 -0.002 -0.014
H -2.327 0.016 -5.003 0.046 -0.032 -0.044
H -0.845 0.903 -5.375 0.006 -0.060 -0.017
H 6.654 -1.413 -1.479 -0.055 0.048 -0.148
H -5.908 0.004 -1.271 0.034 -0.019 -0.036
H -3.711 2.442 -6.759 0.009 0.014 -0.004
H -1.760 -0.082 3.879 -0.001 0.013 -0.028
H -1.009 -2.680 5.671 0.002 0.011 -0.008
H 8.160 -3.367 0.541 0.007 -0.033 -0.003
H 1.781 5.545 -1.471 -0.018 -0.001 0.014
H 2.680 2.168 2.018 0.032 0.015 0.005
```
Forces are in eV/Å.

**2S+1**: 6
**Molar mass**: 977.70 g mol⁻¹
**DFT total energy**: -119449.578 eV
**Charge**: +1
**<S²>**: 8.8475
**HOMO energy (alpha / beta)**: -9.52 / -9.72 eV

# C47H56N9O2P

A cluster of 8 separate species, C47H56N9O2P in total at a distorted geometry (the ωB97M-V functional and the def2-TZVPD basis, the OMol25 dataset).

XYZ file:
```
115
Properties=species:S:1:pos:R:3:forces:R:3
P -2.222 -5.052 -1.073 -1.657 -1.680 -2.570
O -0.936 -6.080 -0.610 0.082 1.540 0.944
O -3.837 -3.259 -2.111 -0.087 1.552 -0.535
N 3.762 0.465 -1.606 0.235 0.475 -0.036
N 1.571 -9.156 -2.799 -0.010 -0.156 0.384
N -1.519 -1.085 3.186 0.128 0.033 0.548
N 2.108 14.312 0.920 0.009 -0.334 0.204
N 3.027 8.673 1.788 0.125 0.113 0.427
N -1.217 -2.974 0.409 0.110 0.606 -0.782
N -0.509 -3.738 -3.201 1.155 1.136 0.874
N -4.666 -8.943 0.699 -0.254 -0.404 -0.264
N 1.942 5.087 -0.478 -0.384 -0.009 -0.269
C -0.436 5.732 -1.784 -0.107 0.049 -0.055
C -2.965 -2.361 -1.401 0.766 -0.205 0.498
C 0.230 4.554 -2.080 -0.030 0.077 0.042
C 2.652 9.060 4.130 0.096 -0.179 0.091
C -0.261 -0.674 3.373 -0.214 -0.122 -0.254
C -4.997 -10.200 -1.325 -0.044 -0.045 0.040
C 3.956 9.502 4.283 0.051 -0.017 0.155
C 2.218 -10.238 -2.353 -0.094 0.230 -0.229
C 0.583 -8.940 -0.618 0.014 -0.081 0.094
C -0.601 -0.286 5.694 0.042 0.036 0.113
C -4.440 -9.158 -0.602 0.157 0.292 0.272
C -1.659 -3.209 -0.994 -0.021 -0.961 0.821
C 0.591 -3.583 -3.972 1.366 0.205 -1.184
C 1.282 6.219 -0.211 0.264 -0.166 0.148
C 4.831 3.032 -1.782 0.086 0.076 -0.020
C -1.911 -0.706 5.526 0.056 0.020 -0.010
C 1.786 -2.798 -3.751 -1.135 0.629 2.593
C 2.099 -10.732 -1.063 -0.031 0.031 0.032
C 4.123 2.642 -0.658 0.213 -0.070 0.101
C 1.894 13.095 2.980 0.023 -0.025 -0.097
C -5.487 -9.803 1.313 0.209 0.290 0.038
C -3.928 -3.011 -3.514 -0.101 -1.178 -1.233
C -1.886 0.044 -1.227 -0.747 0.741 -0.132
C 4.448 0.864 -2.682 -0.190 -0.236 0.157
C 3.613 1.355 -0.618 0.000 -0.332 -0.119
C -2.636 -1.018 -2.128 0.381 0.758 -0.031
C -6.094 -10.878 0.683 0.032 0.021 -0.033
C 2.167 11.905 2.325 0.004 -0.055 0.047
C 1.860 -2.068 -2.461 -2.669 -2.446 -1.619
C 1.874 14.264 2.236 0.033 0.166 -0.289
C -3.565 -5.340 0.244 0.569 0.774 0.473
C -2.486 0.220 0.223 1.712 -0.739 0.360
C 4.281 9.107 1.961 -0.234 -0.128 -0.210
C 2.410 11.928 0.961 -0.024 0.093 0.002
C 0.096 6.585 -0.830 -0.013 -0.108 -0.074
C 2.371 13.152 0.310 -0.047 0.331 0.030
C 0.245 -0.269 4.598 -0.060 0.003 0.035
C 0.769 -8.530 -1.929 0.159 -0.014 -0.356
C -5.841 -11.077 -0.665 -0.066 -0.106 -0.064
C -2.316 -1.094 4.260 0.030 -0.066 -0.339
C 0.678 -2.289 -1.632 0.883 0.411 -0.212
C -0.477 -3.085 -2.008 1.856 0.921 0.192
C 2.240 8.657 2.869 0.088 -0.284 -0.297
C 5.001 2.128 -2.819 -0.035 0.046 0.060
C 4.791 9.527 3.178 -0.053 0.011 0.034
C 1.407 4.278 -1.402 0.159 0.176 0.230
C 1.264 -10.065 -0.181 0.002 -0.036 0.060
H 1.739 6.856 0.539 -0.021 0.067 -0.074
H 1.229 8.298 2.700 -0.013 0.029 0.084
H -1.800 -0.360 0.928 -1.107 0.796 -0.745
H -6.297 -11.905 -1.194 0.015 0.028 0.020
H 1.275 0.052 4.690 -0.025 -0.015 -0.036
H -6.747 -11.543 1.233 0.021 0.038 0.013
H 2.558 13.222 -0.756 0.001 -0.065 0.013
H -3.504 -0.215 0.368 0.643 0.761 -0.268
H 2.724 -1.437 -2.159 -0.914 -0.516 -0.114
H 2.862 -10.724 -3.079 0.008 -0.047 0.056
H 0.255 -7.658 -2.319 -0.067 -0.034 0.083
H 1.662 15.220 2.703 -0.002 -0.040 0.051
H 1.961 3.367 -1.596 -0.109 0.000 -0.086
H 4.550 0.123 -3.468 0.039 0.054 -0.034
H -1.994 -1.143 -3.047 -0.688 -0.261 0.906
H 1.144 -10.419 0.837 -0.001 0.013 -0.034
H -3.770 -8.447 -1.075 -0.012 -0.046 -0.085
H -4.465 -4.763 -0.107 0.960 -0.428 0.230
H 0.576 -4.153 -4.939 -0.164 0.532 0.989
H -5.657 -9.608 2.367 -0.040 -0.061 -0.012
H 3.969 3.322 0.170 -0.072 0.006 -0.067
H -4.461 -3.898 -3.962 0.473 0.809 0.640
H 0.363 -0.675 2.484 0.034 -0.007 0.029
H 4.895 9.111 1.067 0.044 0.025 0.050
H 2.190 10.970 2.872 -0.034 0.323 -0.142
H -4.777 -10.319 -2.378 0.026 0.036 0.035
H -3.331 -1.434 4.079 -0.001 0.016 0.074
H -2.020 1.036 -1.752 0.189 -1.015 0.337
H -3.240 -4.931 1.246 -0.556 -0.661 -0.744
H -0.244 0.024 6.669 -0.012 -0.013 -0.034
H -0.077 -8.393 0.042 -0.006 0.042 -0.097
H 2.646 -11.615 -0.758 0.002 0.021 -0.036
H -2.920 -2.998 -4.016 -0.908 0.145 0.605
H -0.777 -0.110 -1.185 -1.089 -0.139 0.031
H -2.601 -0.732 6.359 -0.003 -0.014 -0.044
H 5.816 9.866 3.259 -0.031 -0.004 -0.037
H 1.699 13.117 4.045 -0.002 0.028 -0.025
H 5.549 2.396 -3.712 -0.023 -0.039 0.011
H -1.022 -3.869 0.856 -0.125 0.475 0.145
H 3.054 1.003 0.242 0.006 0.070 0.018
H -2.395 1.290 0.536 -0.470 -0.898 -0.199
H -4.532 -2.113 -3.795 0.570 -0.514 0.485
H 2.626 11.019 0.416 -0.030 0.020 0.014
H 2.631 -2.755 -4.479 -1.044 -0.201 0.610
H -3.878 -6.425 0.296 0.729 1.177 0.017
H -3.573 -0.505 -2.490 0.699 -0.761 0.516
H 5.247 4.031 -1.851 -0.042 -0.025 0.014
H 4.317 9.824 5.253 -0.015 -0.008 -0.037
H 1.970 9.027 4.970 -0.010 -0.012 -0.046
H 0.659 -1.806 -0.625 -0.077 -0.587 -0.991
H -0.155 3.863 -2.819 0.034 -0.009 0.031
H -0.087 -5.704 -0.909 -0.365 -0.206 0.066
H -1.883 -2.422 0.948 0.258 -0.351 -0.005
H -1.360 5.984 -2.291 0.032 -0.010 0.016
H -3.487 -2.145 -0.424 0.463 -0.171 -0.995
H -0.396 7.514 -0.573 0.044 -0.012 0.010
```
Forces are in eV/Å.

**Molar mass**: 810.00 g mol⁻¹
**DFT total energy**: -76438.480 eV
**Structure (SMILES)**: CCC[C@@H](OC)[C@](N)(c1ccccn1)P(C)O.c1ccncc1.c1ccncc1.c1ccncc1.c1ccncc1.c1ccncc1.c1ccncc1.c1ccncc1
**HOMO energy**: -6.63 eV

Energy relative to the best compared isomer or geometry (same formula, charge and spin)? In order: 0.5722 0.0000 eV.